1.
Entry from the OMol25 dataset: C12H36K4O16P as an isolated structure at a distorted geometry (ωB97M-V/def2-TZVPD).

Structure (XYZ):
```
69
Properties=species:S:1:pos:R:3
K 1.4998 -2.6334 -2.3388
K -0.6853 -0.5049 -3.8495
K -0.8358 -2.3053 1.5842
K 2.4001 1.3998 1.2963
P 0.4346 -0.3334 -0.4853
O 0.9940 0.7036 -1.4542
O -0.0908 0.2443 0.8142
O 1.6636 -1.0168 0.1155
O -0.4971 -1.4740 -1.0489
C -1.9957 -1.3459 4.7752
C -0.8800 -0.3515 4.5414
O 0.0648 -0.6120 3.4951
O -2.9102 -1.4048 3.6893
H -2.4241 -0.8902 5.6795
H -1.6985 -2.3734 4.9738
H -0.3807 -0.2297 5.5054
H -1.2893 0.6237 4.2654
H -0.0994 -0.1431 2.6615
H -3.1552 -0.4958 3.4705
C -2.8450 2.1066 0.8707
C -1.9923 2.6258 2.0291
O -0.5856 2.6409 1.7849
O -3.0473 0.6752 0.9581
H -2.3663 2.2827 -0.0974
H -3.8265 2.5829 0.8601
H -2.2078 1.8957 2.8221
H -2.2709 3.6193 2.3713
H -0.3192 1.7829 1.3819
H -2.2506 0.3354 0.5312
C 2.9104 -2.6506 2.8432
C 3.2868 -3.5648 1.6582
O 2.2923 -3.4954 0.6538
O 2.9629 -1.2887 2.4522
H 3.6207 -2.8301 3.6496
H 1.9077 -2.8722 3.2216
H 3.4050 -4.5596 2.1072
H 4.2826 -3.4334 1.2271
H 2.0870 -2.5620 0.4615
H 2.4820 -1.1603 1.6200
C 0.8365 3.6513 -2.9097
C 0.1547 4.8001 -3.6703
O -0.6206 5.6184 -2.7587
O 0.0197 2.4679 -3.0430
H 0.9031 3.8006 -1.8325
H 1.8235 3.5108 -3.3593
H -0.2668 4.4420 -4.6084
H 0.9319 5.5489 -3.8614
H -1.4871 5.1957 -2.6700
H 0.5239 1.7358 -2.6229
C -4.7310 -2.4735 -3.0235
C -3.5834 -1.9743 -2.1480
O -2.4048 -2.7164 -2.5522
O -5.8929 -2.7752 -2.2562
H -4.4022 -3.3604 -3.5752
H -4.9317 -1.7653 -3.8406
H -3.8013 -2.1302 -1.0900
H -3.3092 -0.9282 -2.3364
H -1.7165 -2.3807 -1.9465
H -6.3809 -3.3851 -2.8206
C 4.3538 -0.3153 -1.5215
C 4.4411 1.2470 -1.6628
O 3.2387 1.9816 -1.3734
O 4.1641 -0.7670 -0.2111
H 5.2724 -0.8024 -1.8562
H 3.5432 -0.6759 -2.1847
H 4.6620 1.3991 -2.7269
H 5.2838 1.6305 -1.0916
H 2.5227 1.3359 -1.5335
H 3.2124 -0.9030 -0.0097
```

Output
* energy above the lowest of the compared OMol25 structures with the same formula, charge and spin: 51.82 kcal per mole
* orbital gap: 8.00 eV
* total charge: +1
* E_HOMO: -11.80 eV

Charges in e, computed with Mulliken, in the same order as the atoms:
1. K 1.13
2. K 1.02
3. K 1.05
4. K 1.14
5. P -2.65
6. O -0.21
7. O -0.07
8. O -0.30
9. O -0.69
10. C -0.56
11. C -0.36
12. O -0.24
13. O -0.49
14. H 0.33
15. H 0.34
16. H 0.34
17. H 0.21
18. H 0.27
19. H 0.30
20. C -0.28
21. C -0.09
22. O -0.59
23. O -0.61
24. H 0.16
25. H 0.40
26. H -0.18
27. H 0.45
28. H 0.39
29. H 0.16
30. C -0.22
31. C -0.49
32. O -0.64
33. O -0.55
34. H 0.43
35. H 0.01
36. H 0.41
37. H 0.21
38. H 0.54
39. H 0.37
40. C -0.06
41. C -0.72
42. O -0.51
43. O -0.53
44. H 0.24
45. H 0.23
46. H 0.29
47. H 0.32
48. H 0.30
49. H 0.40
50. C -0.57
51. C 0.19
52. O -0.56
53. O -0.52
54. H 0.32
55. H 0.26
56. H 0.14
57. H 0.19
58. H 0.47
59. H 0.32
60. C -0.12
61. C -0.53
62. O -0.40
63. O -0.50
64. H 0.45
65. H -0.12
66. H 0.28
67. H 0.39
68. H 0.33
69. H 0.61


2.
Entry from the OMol25 dataset: C11H24F12N8O16S3Y as an isolated structure at a distorted geometry (ωB97M-V/def2-TZVPD).

Structure (XYZ):
```
75
Properties=species:S:1:pos:R:3
Y -0.1447 -0.3359 0.4004
C 3.2973 -0.1928 3.7023
F 3.8993 -0.6490 2.5992
F 2.9010 -1.2472 4.4112
F 4.1742 0.5044 4.4121
S 1.8337 0.8825 3.2755
O 2.4613 2.0769 2.7350
O 1.1020 0.0607 2.3230
O 1.1851 1.1225 4.5456
C -3.9303 0.9043 -2.1368
F -4.3095 -0.0113 -3.0363
F -2.7352 1.3471 -2.5416
F -4.8065 1.8998 -2.1371
S -3.7997 0.1638 -0.4104
O -2.3911 -0.1923 -0.2563
O -4.1957 1.2363 0.4825
O -4.6703 -0.9812 -0.5029
C -0.8104 -2.5460 4.4325
F 0.2294 -1.7265 4.6130
F -0.6355 -3.5986 5.2315
F -1.9143 -1.8964 4.7872
S -0.9541 -3.1183 2.6550
O -0.7465 -1.9392 1.8169
O 0.0337 -4.1663 2.5485
O -2.3464 -3.5033 2.6103
C 0.4925 0.2089 -3.2395
O 1.7026 -0.5526 -3.3510
O -0.0959 0.0616 -2.0781
C 0.8052 1.6875 -3.5555
F 1.6107 1.7992 -4.6645
F -0.2934 2.3885 -3.7832
F 1.5136 2.3277 -2.5949
C 2.0430 -1.0723 -4.6306
C 3.5393 -1.2558 -4.6428
H 3.8857 -1.6488 -5.6022
H 4.0366 -0.2882 -4.5481
H 3.8320 -1.9042 -3.8176
H 1.7158 -0.4615 -5.4773
H 1.4822 -2.0066 -4.7764
H -0.2311 -0.1079 -4.0215
O 1.7772 -1.7799 0.3705
H 2.7210 -1.5967 0.3638
H 1.6812 -2.7183 0.1713
C -0.9874 3.0755 0.1625
O -0.5593 1.9333 0.2315
N -2.1679 3.4359 0.7176
N -0.2691 4.0604 -0.4297
H -2.3279 4.3829 1.0058
H -2.7307 2.7131 1.1385
H -0.5712 5.0149 -0.4463
H 0.5491 3.8131 -0.9588
C 3.1476 1.0151 -0.3203
O 1.9601 0.9451 -0.0240
N 4.0353 1.6916 0.4444
N 3.6694 0.4043 -1.4159
H 3.6166 2.0990 1.2767
H 4.9999 1.7324 0.1871
H 3.0420 -0.0293 -2.0873
H 4.6549 0.2801 -1.5509
C -1.4740 -2.9898 -1.4570
O -0.5916 -2.3778 -0.8617
N -2.0626 -2.3812 -2.5135
N -1.9885 -4.1450 -0.9894
H -1.6167 -1.5071 -2.7652
H -2.7010 -2.8699 -3.1106
H -1.4331 -4.6096 -0.2889
H -2.7942 -4.6521 -1.2998
C -2.2733 1.1860 3.2257
O -1.7874 0.5817 2.2888
N -3.6362 1.2629 3.3547
N -1.6107 1.9278 4.1446
H -4.1371 0.9179 2.5468
H -4.0580 2.0280 3.8499
H -2.2038 2.1764 4.9192
H -0.6382 1.7096 4.3424
```

Output
* orbital gap: 8.18 eV
* total charge: -1
* E_HOMO: -5.95 eV

Charges in e, computed with Mulliken, in the same order as the atoms:
1. Y 2.08
2. C 0.59
3. F -0.21
4. F -0.20
5. F -0.24
6. S 1.25
7. O -0.88
8. O 0.12
9. O -0.96
10. C 0.63
11. F -0.26
12. F -0.12
13. F -0.25
14. S 0.94
15. O -0.44
16. O -0.90
17. O -0.75
18. C 0.61
19. F -0.15
20. F -0.25
21. F -0.24
22. S 1.12
23. O -0.79
24. O -0.76
25. O -0.72
26. C -0.92
27. O -0.59
28. O 0.90
29. C 0.89
30. F -0.35
31. F -0.25
32. F -0.23
33. C -0.43
34. C -1.24
35. H 0.42
36. H 0.27
37. H 0.23
38. H 0.43
39. H 0.29
40. H -0.03
41. O -0.40
42. H 0.17
43. H 0.16
44. C 0.25
45. O -0.30
46. N -0.32
47. N -0.42
48. H 0.20
49. H 0.09
50. H 0.16
51. H 0.18
52. C -0.02
53. O 0.12
54. N -0.30
55. N -0.18
56. H 0.38
57. H 0.13
58. H 0.17
59. H 0.22
60. C 0.40
61. O -0.46
62. N -0.22
63. N -0.40
64. H -0.06
65. H 0.15
66. H 0.22
67. H 0.15
68. C -0.02
69. O 0.14
70. N -0.45
71. N -0.31
72. H 0.30
73. H 0.19
74. H 0.19
75. H 0.28


3.
Entry from the OMol25 dataset: C9H13O3 as an isolated structure at a distorted geometry (ωB97M-V/def2-TZVPD).

Structure (XYZ):
```
25
Properties=species:S:1:pos:R:3
C 2.9941 -0.8149 0.2415
C 1.6305 -0.1692 0.1924
C 1.3832 1.2132 -0.2427
C 0.1460 1.7830 -0.2367
C -1.1291 1.0198 0.1906
C -0.9589 -0.4161 -0.5017
C 0.2924 -1.1330 0.0607
O 0.9571 -0.6806 1.2362
O -1.6422 1.1314 1.4273
C 0.3258 -2.6017 -0.0848
O -0.8765 -0.3868 -1.9324
C -2.4534 1.7822 -0.1648
H 3.7336 -0.1214 -0.1767
H 3.1946 -1.0394 1.3100
H 2.9192 -1.7755 -0.2869
H 2.2892 1.7880 -0.4330
H 0.0105 2.8389 -0.4640
H -1.8304 -1.0371 -0.2551
H 0.6702 -2.9018 -1.0805
H 1.0039 -2.9880 0.6679
H -0.6733 -3.0001 0.1071
H -1.7699 -0.4128 -2.3536
H -2.4725 2.0984 -1.1988
H -3.2884 1.1105 0.0636
H -2.5773 2.6490 0.4996
```

Output
* energy above the lowest of the compared OMol25 structures with the same formula, charge and spin: 59.41 kcal per mole
* orbital gap (alpha / beta): 9.25 / 8.13 eV
* spin multiplicity: 2
* total charge: 0
* E_HOMO (alpha / beta): -8.68 / -8.66 eV

Charges in e, computed with Mulliken, in the same order as the atoms:
1. C -1.39
2. C 1.71
3. C -1.04
4. C -0.84
5. C 1.62
6. C -0.49
7. C 0.63
8. O -0.58
9. O -0.50
10. C -1.70
11. O -0.57
12. C -2.03
13. H 0.40
14. H 0.28
15. H 0.29
16. H 0.33
17. H 0.40
18. H 0.66
19. H 0.23
20. H 0.46
21. H 0.43
22. H 0.36
23. H 0.44
24. H 0.44
25. H 0.44


4.
Entry from the OMol25 dataset: the molecule C5H9NO2 at a distorted geometry (ωB97M-V/def2-TZVPD).

Structure (XYZ):
```
17
Properties=species:S:1:pos:R:3
C -1.2044 -0.7690 -1.4258
C -0.4730 -0.9103 -0.1293
C 0.0695 0.2470 0.6392
O 0.0314 0.1357 2.0210
C 0.3403 1.4488 0.0856
N 0.2745 2.6401 0.7998
C 0.9772 -1.6338 -0.1054
O -0.1789 -2.1905 0.4153
H -1.6217 -1.7342 -1.7126
H -0.5571 -0.4399 -2.2428
H -1.9839 -0.0163 -1.3154
H -0.3810 -0.7223 2.2052
H 0.4082 1.5479 -0.9863
H 0.3402 2.5034 1.7986
H 0.8701 3.3805 0.4617
H 1.8035 -1.5617 0.5955
H 1.2851 -1.9254 -1.1044
```

Output
* energy above the lowest of the compared OMol25 structures with the same formula, charge and spin: 89.98 kcal per mole
* SMILES string: C[C@]1(/C(O)=C/N)CO1
* orbital gap: 7.73 eV
* total charge: 0
* E_HOMO: -6.81 eV

Charges in e, computed with Mulliken, in the same order as the atoms:
1. C -1.49
2. C 1.01
3. C 0.37
4. O -0.59
5. C -0.63
6. N -0.54
7. C -0.47
8. O -0.44
9. H 0.40
10. H 0.31
11. H 0.37
12. H 0.37
13. H 0.31
14. H 0.24
15. H 0.21
16. H 0.27
17. H 0.28